Entry 1:
This record from the Open Molecules 2025 dataset describes a molecular structure, C21H36Cl3N2O4SiTi at a distorted geometry. The level of theory is the ωB97M-V functional and the def2-TZVPD basis.

The value obtained for the total energy is -102097.082 eV. Its expectation value of S² is 2.049. As for the multiplicity: 3. The value obtained for the energy relative to the best compared isomer or geometry (same formula, charge and spin) is 98.2 kJ/mol. Its frontier orbital gap (alpha / beta) is 5.259 / 6.614 eV. The value obtained for the LUMO energy (alpha / beta) is 0.0809 / 0.0808 Eh. As for the charge: -1. The max |F| is 0.0848 Eh/bohr.

Element x y z (Å)
C  2.829  -2.330  -1.347
C  2.197  -1.469  -2.412
H  2.217  -3.209  -1.104
H  3.040  -1.782  -0.428
H  3.784  -2.700  -1.741
C  1.958  -2.018  -3.651
C  2.198  -3.429  -3.990
H  1.785  -1.353  -4.492
H  1.683  -4.091  -3.276
H  3.273  -3.677  -3.994
H  1.805  -3.607  -4.998
Ti  1.399  0.048  1.605
Cl  2.877  -1.202  2.792
Cl  2.984  1.464  0.767
C  0.631  2.617  2.621
O  0.369  1.370  2.491
N  -0.367  3.440  2.850
C  -1.720  2.931  3.148
C  -0.170  4.866  2.662
H  1.672  2.977  2.536
H  -1.720  2.321  4.062
H  -2.148  2.342  2.322
H  -2.343  3.813  3.313
H  0.680  5.202  3.269
H  -1.084  5.375  2.960
H  0.055  5.081  1.606
H  -0.479  -3.960  5.343
H  -1.746  -3.431  1.723
C  -1.460  -3.630  4.970
C  -2.258  -3.146  2.648
N  -1.310  -2.881  3.730
H  -1.947  -3.021  5.747
C  -0.343  -1.966  3.590
O  -0.114  -1.393  2.501
H  -2.890  -2.271  2.460
H  0.232  -1.707  4.505
H  -2.083  -4.504  4.759
H  -2.883  -3.966  2.996
O  0.568  -0.431  0.145
C  2.014  -0.096  -2.254
C  0.318  0.376  -4.080
C  1.374  0.751  -3.199
H  -0.077  -0.637  -4.032
C  -0.129  1.255  -5.065
H  2.426  0.359  -1.359
C  1.816  2.109  -3.208
H  -0.885  0.925  -5.784
C  0.423  2.541  -5.142
C  1.399  2.957  -4.221
H  2.569  2.414  -2.466
H  0.131  3.207  -5.954
H  1.869  3.937  -4.304
Si  -1.126  -0.419  -0.848
Cl  -1.098  -2.515  -1.108
C  -2.175  -0.381  -2.507
C  -0.882  1.566  -1.030
C  -2.287  -0.184  0.620
H  -2.250  0.601  -2.978
H  -3.187  -0.691  -2.222
H  -1.834  -1.086  -3.267
H  -3.078  -0.941  0.543
H  -2.757  0.809  0.633
H  -1.747  -0.329  1.561
H  -0.818  1.887  -2.076
H  0.023  1.927  -0.528
H  -1.734  2.102  -0.580
O  0.437  0.987  6.056
C  0.094  -0.103  6.110

Force components x, y, z for each atom (eV/Å):
0.0611 0.0535 0.0114
-0.0500 -0.2453 -0.6709
0.0029 0.2806 -0.0208
-0.1648 -0.0010 -0.0840
-0.0210 -0.0773 0.1060
0.4653 0.3314 -0.0290
-0.2201 -0.5743 -0.2137
-0.0740 -0.1620 0.2402
0.2349 -0.0267 -0.2333
-0.1862 -0.0845 0.0553
0.1121 -0.2923 0.1835
-0.6397 -3.1526 -1.9000
1.0364 -0.7859 1.0140
1.0201 1.3427 -0.2608
-0.6802 -2.3923 -0.3985
-0.6163 3.8638 1.9253
-0.3312 0.1283 0.2724
0.0050 0.0657 -0.2981
0.4613 0.2058 -0.1317
-0.5402 0.0624 -0.1695
0.1681 0.1076 -0.3293
0.3553 0.1370 0.2143
-0.0046 -0.2355 0.0118
-0.2570 0.1069 -0.0808
0.2292 0.1410 -0.0156
-0.2023 0.0284 0.3195
-0.3309 0.0564 -0.0809
-0.0553 0.2041 0.0904
0.1759 0.3267 0.1659
0.1007 0.0443 0.0092
-0.0440 -0.1832 0.2072
0.0587 -0.2399 -0.0979
0.6806 1.0254 -1.6784
-0.6077 -0.8862 2.1543
0.2053 -0.1479 -0.0774
-0.1732 -0.5861 -0.5742
0.2366 0.1199 0.1995
-0.0909 -0.0091 -0.2297
-1.6298 -0.3391 -1.4366
0.2350 -0.4887 0.7518
0.8749 0.1741 -0.2609
-0.5616 1.2715 -0.2017
0.1157 0.4707 0.0455
0.3039 0.2163 0.3795
-0.0816 0.0950 -0.2492
0.0010 -0.6626 -0.4670
0.1907 0.1965 0.3076
0.1545 -0.0967 -0.1673
-0.1800 -0.0673 0.0909
-0.3896 -0.1176 -0.3884
-0.0005 -0.0840 0.1938
-0.3142 -0.0866 -0.0127
0.9162 3.4894 0.8810
0.6082 -1.6143 0.4558
-0.2801 -0.1228 0.0368
0.7870 0.1014 -0.1327
-0.7336 -0.6344 0.2633
0.0184 0.0403 0.1193
-0.0495 -0.1041 0.0017
-0.1427 -0.0687 0.1339
-0.1346 0.0551 0.2806
0.0808 -0.3143 -0.1615
-0.1624 0.0064 -0.2580
0.0293 0.0747 0.1707
0.0005 0.0563 -0.0125
0.0115 -0.2295 -0.1636
-0.6966 -2.1851 0.0638
0.7091 2.4186 0.1306

Charge distribution, Mulliken scheme, values in e: number 1, C, carries -1.558; number 2, C, carries 1.736; number 3, H, carries 0.289; number 4, H, carries 0.084; number 5, H, carries 0.503; number 6, C, carries -0.390; number 7, C, carries -1.520; number 8, H, carries 0.651; number 9, H, carries 0.271; number 10, H, carries 0.289; number 11, H, carries 0.394; number 12, Ti, carries 0.006; number 13, Cl, carries -0.719; number 14, Cl, carries -0.706; number 15, C, carries -0.218; number 16, O, carries -0.124; number 17, N, carries 0.258; number 18, C, carries -0.574; number 19, C, carries -0.884; number 20, H, carries 0.460; number 21, H, carries 0.207; number 22, H, carries 0.108; number 23, H, carries 0.335; number 24, H, carries 0.337; number 25, H, carries 0.276; number 26, H, carries 0.331; number 27, H, carries 0.312; number 28, H, carries 0.189; number 29, C, carries -0.941; number 30, C, carries -0.614; number 31, N, carries 0.248; number 32, H, carries 0.316; number 33, C, carries -0.408; number 34, O, carries -0.819; number 35, H, carries 0.198; number 36, H, carries 0.349; number 37, H, carries 0.336; number 38, H, carries 0.347; number 39, O, carries 1.071; number 40, C, carries -1.347; number 41, C, carries -0.122; number 42, C, carries 0.884; number 43, H, carries 0.795; number 44, C, carries -1.084; number 45, H, carries -0.078; number 46, C, carries -0.465; number 47, H, carries 0.352; number 48, C, carries -0.434; number 49, C, carries -0.628; number 50, H, carries 0.369; number 51, H, carries 0.363; number 52, H, carries 0.369; number 53, Si, carries 1.702; number 54, Cl, carries -0.514; number 55, C, carries -1.690; number 56, C, carries -1.523; number 57, C, carries -1.107; number 58, H, carries 0.337; number 59, H, carries 0.476; number 60, H, carries 0.348; number 61, H, carries 0.341; number 62, H, carries 0.353; number 63, H, carries -0.075; number 64, H, carries 0.357; number 65, H, carries 0.027; number 66, H, carries 0.547; number 67, O, carries -0.150; number 68, C, carries 0.171

Entry 2:
This record from the Open Molecules 2025 dataset describes a molecular structure, C29H29N3O3P3PdS3SbSe2 at a distorted geometry. The level of theory is the ωB97M-V functional and the def2-TZVPD basis.

The value obtained for the total energy is -242235.172 eV. Its expectation value of S² is 0.763. As for the multiplicity: 2. The value obtained for the energy relative to the best compared isomer or geometry (same formula, charge and spin) is 159.2 kJ/mol. Its frontier orbital gap (alpha / beta) is 5.157 / 4.364 eV. The value obtained for the LUMO energy (alpha / beta) is -0.1714 / -0.2006 Eh. As for the charge: +1. The max |F| is 0.0245 Eh/bohr.

Element x y z (Å)
Pd  -0.110  0.198  0.062
S  1.489  1.762  0.756
Sb  1.542  -0.024  2.341
S  -0.891  0.105  2.470
S  1.421  -1.531  0.477
Se  -4.938  -5.196  0.245
P  -5.100  -3.133  0.355
C  -5.771  -2.602  1.935
C  -4.943  -2.136  2.952
C  -5.468  -1.887  4.212
C  -6.817  -2.095  4.458
C  -7.642  -2.578  3.450
C  -7.120  -2.844  2.195
C  -6.068  -2.436  -1.013
C  -5.679  -2.836  -2.294
C  -6.342  -2.348  -3.406
C  -7.400  -1.458  -3.254
C  -7.799  -1.067  -1.986
C  -7.134  -1.556  -0.867
C  -3.457  -2.279  0.138
C  -2.929  -0.988  0.144
N  -1.625  -1.125  -0.223
N  -1.371  -2.406  -0.415
N  -2.449  -3.102  -0.224
P  -3.515  0.675  0.266
Se  -1.774  1.982  0.563
C  -4.731  1.032  1.523
C  -4.348  1.551  2.761
C  -5.317  1.895  3.688
C  -6.661  1.719  3.386
C  -7.043  1.194  2.159
C  -6.081  0.859  1.222
C  -4.254  1.087  -1.313
C  -4.893  2.322  -1.464
C  -5.446  2.662  -2.685
C  -5.354  1.779  -3.757
C  -4.716  0.558  -3.609
C  -4.158  0.207  -2.386
H  -3.883  -1.999  2.772
H  -4.819  -1.544  5.007
H  -7.224  -1.900  5.442
H  -8.687  -2.775  3.651
H  -7.750  -3.278  1.428
H  -4.873  -3.554  -2.403
H  -6.049  -2.678  -4.395
H  -7.924  -1.084  -4.125
H  -8.638  -0.394  -1.864
H  -7.470  -1.269  0.122
H  -3.302  1.696  2.999
H  -5.024  2.309  4.643
H  -7.416  1.995  4.110
H  -8.091  1.059  1.927
H  -6.375  0.479  0.252
H  -4.963  3.009  -0.629
H  -5.946  3.613  -2.804
H  -5.786  2.048  -4.712
H  -4.654  -0.129  -4.442
H  -3.660  -0.747  -2.273
C  -0.234  -1.947  -3.264
O  -0.733  -0.584  -3.078
P  0.035  0.457  -2.202
O  -0.746  1.783  -2.468
C  -1.027  2.238  -3.821
O  1.422  0.535  -2.910
C  2.738  0.762  -2.335
H  -0.941  -2.425  -3.934
H  -0.199  -2.467  -2.314
H  0.748  -1.903  -3.730
H  -1.178  3.309  -3.749
H  -1.930  1.744  -4.171
H  -0.189  2.018  -4.480
H  3.296  1.317  -3.083
H  3.200  -0.204  -2.152
H  2.670  1.326  -1.414

Force components x, y, z for each atom (eV/Å):
-1.2141 0.3146 0.1375
0.1572 0.2474 -0.1920
0.8647 -0.1923 0.4950
-0.0676 0.0560 -0.1031
0.3359 0.0780 -0.0691
0.0279 -0.1967 -0.0536
0.4851 0.0401 -0.1101
-0.0645 0.2583 0.0228
-0.0097 0.0308 -0.0331
-0.0065 0.0419 -0.0113
0.0098 0.0229 0.0033
0.0029 -0.0158 -0.0279
0.0000 0.0030 0.0435
0.0246 0.2116 -0.0486
-0.0738 0.0100 -0.0006
-0.0419 -0.0521 0.0387
-0.0011 -0.0370 0.0210
0.0295 -0.0262 -0.0065
-0.0334 -0.0583 0.0060
-0.4808 -0.1886 0.0404
0.0777 -0.0481 -0.0040
-0.4499 -0.7770 -0.0047
0.0847 0.1219 -0.1725
-0.0232 0.0064 0.1036
-0.5837 -0.0988 -0.2560
0.2679 0.1459 0.1375
0.0397 0.1002 0.2302
-0.0165 -0.0823 -0.0214
0.0019 -0.0203 -0.0028
-0.0140 -0.0407 0.0304
0.0379 -0.0360 0.0159
0.0039 0.0094 -0.0620
-0.0339 0.0667 -0.1152
0.0210 -0.0507 0.0175
0.0467 -0.0248 -0.0362
-0.0095 0.0360 0.0171
0.0820 0.0377 0.0196
0.0242 0.0508 -0.0345
0.0051 0.0360 -0.0036
0.0080 0.0191 -0.0011
0.0049 -0.0138 0.0010
-0.0063 0.0145 -0.0049
-0.0120 0.0076 -0.0046
-0.0007 -0.0158 -0.0096
0.0081 0.0042 -0.0093
-0.0048 -0.0050 -0.0069
-0.0085 0.0089 0.0033
-0.0048 -0.0502 -0.0257
0.0222 0.0100 -0.0077
-0.0002 -0.0074 0.0021
0.0032 -0.0022 0.0051
-0.0115 -0.0069 -0.0039
0.0390 0.0963 0.0575
-0.0155 -0.0083 0.0122
-0.0021 0.0051 -0.0009
-0.0145 0.0021 0.0013
0.0005 0.0047 0.0073
-0.0184 -0.0001 -0.0005
0.1212 0.2115 -0.3075
-0.1542 -0.4606 0.1381
0.3607 0.1138 0.2322
-0.0956 0.2650 -0.1806
-0.0344 -0.0282 0.0549
0.3665 -0.0947 0.0775
0.0248 -0.0379 -0.1652
-0.0232 0.0007 0.0248
-0.0160 -0.0201 0.1078
-0.0121 0.0166 -0.0140
-0.0056 0.0072 0.0007
-0.0060 -0.0011 -0.0069
0.0181 0.0082 0.0014
0.0000 -0.0139 -0.0165
-0.0123 -0.0115 0.0107
-0.0243 0.0025 0.0165

Charge distribution, Mulliken scheme, values in e: number 1, Pd, carries 0.187; number 2, S, carries -0.441; number 3, Sb, carries 0.381; number 4, S, carries -0.002; number 5, S, carries -0.343; number 6, Se, carries -0.278; number 7, P, carries -0.107; number 8, C, carries 0.532; number 9, C, carries -0.248; number 10, C, carries -0.613; number 11, C, carries -0.574; number 12, C, carries -0.817; number 13, C, carries -0.360; number 14, C, carries 0.593; number 15, C, carries -0.632; number 16, C, carries -0.789; number 17, C, carries -0.612; number 18, C, carries -0.624; number 19, C, carries -0.223; number 20, C, carries 1.246; number 21, C, carries -1.217; number 22, N, carries 1.548; number 23, N, carries -0.891; number 24, N, carries -0.663; number 25, P, carries 1.146; number 26, Se, carries -0.130; number 27, C, carries 0.681; number 28, C, carries -0.780; number 29, C, carries -0.797; number 30, C, carries -0.694; number 31, C, carries -0.665; number 32, C, carries -0.566; number 33, C, carries 0.752; number 34, C, carries -0.595; number 35, C, carries -1.005; number 36, C, carries -0.713; number 37, C, carries -0.978; number 38, C, carries -0.166; number 39, H, carries 0.497; number 40, H, carries 0.459; number 41, H, carries 0.444; number 42, H, carries 0.442; number 43, H, carries 0.504; number 44, H, carries 0.489; number 45, H, carries 0.515; number 46, H, carries 0.442; number 47, H, carries 0.444; number 48, H, carries 0.522; number 49, H, carries 0.274; number 50, H, carries 0.471; number 51, H, carries 0.424; number 52, H, carries 0.499; number 53, H, carries 0.639; number 54, H, carries 0.553; number 55, H, carries 0.452; number 56, H, carries 0.501; number 57, H, carries 0.471; number 58, H, carries 0.522; number 59, C, carries -0.813; number 60, O, carries -0.216; number 61, P, carries 1.122; number 62, O, carries -0.210; number 63, C, carries -0.688; number 64, O, carries -0.298; number 65, C, carries -0.441; number 66, H, carries 0.238; number 67, H, carries 0.391; number 68, H, carries 0.326; number 69, H, carries 0.241; number 70, H, carries 0.195; number 71, H, carries 0.354; number 72, H, carries 0.258; number 73, H, carries 0.275; number 74, H, carries 0.157